Computed, not measured: C44H33AsN4O7Pb as an isolated structure, with ωB97M-V/def2-TZVPD.

```
90
C44H33AsN4O7Pb (ωB97M-V/def2-TZVPD)
Pb -0.739 0.507 1.206
O -5.064 1.154 -0.202
C -3.882 1.305 -0.021
N -3.222 1.170 1.227
C -3.748 0.729 2.309
C -5.046 0.092 2.470
C -5.390 -0.415 3.658
C -4.544 -0.319 4.850
C -3.366 0.295 4.824
C -2.871 0.856 3.570
N -1.735 1.410 3.437
C -0.920 1.901 4.461
O -1.340 2.555 5.383
C 0.557 1.631 4.285
C 1.438 2.075 5.255
C 2.781 1.762 5.110
C 3.186 1.000 4.027
C 2.235 0.600 3.100
N 0.954 0.933 3.218
C -2.986 1.760 -1.159
C -3.489 1.722 -2.449
C -2.702 2.220 -3.475
C -1.465 2.764 -3.170
C -1.044 2.754 -1.847
N -1.776 2.238 -0.863
H -5.690 0.006 1.611
H -6.334 -0.935 3.751
H -4.893 -0.777 5.766
H -2.733 0.357 5.697
H 1.060 2.639 6.096
H 3.501 2.099 5.844
H 4.219 0.706 3.900
H 2.484 -0.027 2.249
H -4.474 1.313 -2.624
H -3.053 2.190 -4.498
H -0.826 3.186 -3.934
H -0.075 3.158 -1.573
O 0.708 -3.227 1.871
C 0.186 -2.538 1.012
O 0.607 -1.373 0.623
C -1.025 -3.106 0.262
C -1.341 -2.355 -1.034
C -2.285 -3.166 -1.923
C -3.632 -3.005 -1.174
C -3.205 -2.153 0.020
O -2.214 -1.282 -0.571
C -2.391 -2.987 1.023
C -2.369 -2.299 2.377
O -3.016 -2.757 3.306
O -1.679 -1.199 2.467
H -0.774 -4.150 0.075
H -0.472 -1.940 -1.529
H -2.333 -2.742 -2.927
H -1.962 -4.203 -2.003
H -4.363 -2.469 -1.780
H -4.071 -3.951 -0.858
H -4.008 -1.572 0.464
H -2.872 -3.951 1.182
C 3.377 4.561 -3.172
C 3.061 3.472 -3.971
C 2.668 2.268 -3.396
C 2.585 2.143 -2.012
C 2.894 3.247 -1.218
C 3.298 4.446 -1.790
As 1.929 0.542 -1.072
C 3.648 -0.275 -0.700
C 4.592 0.121 0.233
C 5.759 -0.617 0.383
C 5.965 -1.754 -0.390
C 5.025 -2.144 -1.332
C 3.863 -1.400 -1.501
C 2.819 -1.641 -2.524
C 2.811 -2.672 -3.457
C 1.807 -2.734 -4.412
C 0.802 -1.772 -4.447
C 0.787 -0.755 -3.501
C 1.792 -0.694 -2.547
H 3.683 5.497 -3.622
H 3.128 3.555 -5.049
H 2.433 1.423 -4.030
H 2.811 3.174 -0.138
H 3.542 5.292 -1.160
H 4.432 1.008 0.837
H 6.509 -0.307 1.100
H 6.867 -2.337 -0.260
H 5.204 -3.025 -1.936
H 3.587 -3.428 -3.445
H 1.808 -3.536 -5.139
H 0.028 -1.822 -5.203
H -0.012 -0.021 -3.504
```

## Properties
gap between HOMO and LUMO: 5.8613 eV
2S+1: 1
energy relative to the best compared isomer or geometry (same formula, charge and spin): 84.2 kJ/mol
lowest unoccupied orbital energy: -2.246 eV